The following is a quantum chemistry calculation of a structure of composition C19H47Al2BrClF5MgN4O5P at a distorted geometry, from OMol25.

Structure (XYZ):
```
86
Properties=species:S:1:pos:R:3:mulliken_charge:R:1
C -3.58 0.76 1.79 -0.6694
C -2.01 1.10 1.37 -0.1866
C -1.32 -0.12 0.45 -0.0170
N -2.14 -0.48 -0.76 -0.3143
P -1.62 0.38 -2.23 0.8459
C -3.50 0.74 -2.58 -0.3250
C -3.87 2.33 -2.57 0.5113
O -4.33 2.91 -3.71 -0.5210
Cl -3.75 3.41 -1.04 -0.1167
N -1.28 1.16 -3.80 -0.4662
C -0.36 2.17 -3.70 -0.0339
C -0.56 3.62 -2.95 -0.2934
C 1.10 1.94 -4.47 -0.8410
H -3.68 -0.01 2.66 0.3047
H -4.23 0.36 0.89 -0.0493
H -4.12 1.75 2.16 0.3813
H -1.91 2.13 0.81 0.1207
H -1.41 1.08 2.40 0.3312
H -1.36 -1.08 1.17 0.8128
H -0.18 0.06 0.24 -0.6109
H -2.15 -1.51 -0.94 0.3257
H -1.06 -0.89 -2.71 0.0978
H -0.75 1.25 -1.49 -0.2869
H -3.72 0.33 -3.68 0.4174
H -4.22 0.14 -1.87 0.1031
H -0.12 3.48 -1.85 0.2227
H -1.67 4.00 -2.92 0.0752
H 0.15 4.42 -3.46 0.4190
H 1.72 1.06 -4.02 0.2360
H 1.69 2.98 -4.47 0.2200
H 0.81 1.76 -5.62 0.3290
C -6.95 -0.99 0.94 -0.7147
O -5.78 -0.97 0.14 -0.4603
H -7.00 -0.07 1.52 0.2622
H -7.83 -1.07 0.29 0.3199
H -6.91 -1.85 1.62 0.3527
H -5.76 -1.81 -0.36 0.2744
Mg 1.33 -0.41 0.24 0.7259
F 4.06 0.04 -5.14 -0.4877
Al 3.89 -0.43 -6.87 0.9372
F 2.75 -1.82 -7.00 -0.4854
F 5.49 -0.91 -7.53 -0.4507
F 3.25 0.97 -7.80 -0.4864
O -9.90 -0.22 0.18 -0.5028
H -9.93 0.13 1.09 0.4626
H -9.89 0.57 -0.38 0.3330
Br -11.13 -2.13 0.78 0.5240
F -2.68 3.11 2.61 -0.6116
C 2.53 -5.64 -0.92 -1.0114
C 1.14 -5.14 -1.22 0.8351
O 0.67 -4.16 -0.64 -0.6026
C 0.34 -5.90 -2.25 -1.0649
H 2.99 -5.00 -0.16 0.2147
H 2.48 -6.66 -0.54 0.3343
H 3.14 -5.60 -1.83 0.3540
H 0.20 -6.93 -1.92 0.3392
H 0.85 -5.87 -3.21 0.3604
H -0.64 -5.43 -2.36 0.2587
C -0.70 7.85 -2.04 -1.0643
C -0.49 6.41 -2.27 0.6727
N -0.31 5.28 -2.45 -0.3498
H 0.19 8.34 -1.63 0.3211
H -0.96 8.37 -2.96 0.3552
H -1.52 8.03 -1.33 0.3266
C 6.24 -0.84 3.95 -0.8571
N 5.66 -1.31 5.28 -0.1635
C 6.56 -0.77 6.40 -0.8431
C 5.67 -2.82 5.33 -0.8507
C 4.24 -0.74 5.51 -0.5602
C 3.19 -1.20 4.48 -0.5162
O 3.55 -0.81 3.17 -0.3925
H 7.32 -1.03 3.95 0.3873
H 5.79 -1.41 3.14 0.3730
H 6.06 0.24 3.84 0.3580
H 7.57 -1.17 6.26 0.3936
H 6.16 -1.10 7.36 0.3930
H 6.57 0.32 6.34 0.3920
H 5.09 -3.21 4.49 0.3600
H 5.24 -3.14 6.29 0.3579
H 6.71 -3.17 5.25 0.3954
H 4.33 0.35 5.48 0.3939
H 3.93 -1.04 6.52 0.3684
H 2.22 -0.75 4.72 0.4216
H 3.06 -2.29 4.51 0.4002
H 2.90 -1.20 2.55 0.1575
Al -1.56 5.76 -4.53 0.7377
```

strongest force on any atom	13.3	eV/A
ΔE to the lowest compared entry with this formula, charge and spin	865.87	kJ/mol
net charge	+3
HOMO-LUMO gap	1.347	eV



The following is a quantum chemistry calculation of a structure of composition C19H47N3NaO8P at a distorted geometry, from OMol25.

Structure (XYZ):
```
79
Properties=species:S:1:pos:R:3:mulliken_charge:R:1
Na -0.10 -1.15 2.09 0.6195
P 0.17 -3.66 0.96 0.2977
O -1.20 -4.11 1.56 -0.9802
O 0.91 -4.82 0.27 -0.9397
O 1.07 -3.13 2.12 -0.8841
O -0.08 -2.40 0.02 -0.4235
C -2.72 1.78 -0.38 -1.4354
C -2.28 0.36 -0.73 0.3656
C -1.93 0.20 -2.21 -0.0301
O -3.06 0.58 -3.00 -0.4291
C -2.72 0.70 -4.36 -0.7138
N -1.09 0.06 0.07 0.5956
H -2.86 1.90 0.70 0.0859
H -3.66 2.03 -0.87 0.4663
H -2.01 2.58 -0.61 0.3478
H -3.10 -0.35 -0.58 0.4963
H -1.64 -0.83 -2.43 0.3909
H -1.05 0.81 -2.44 -0.2398
H -3.62 1.05 -4.88 0.2741
H -2.52 -0.30 -4.78 0.2953
H -1.84 1.32 -4.53 0.2748
H -0.69 -0.87 -0.21 0.2192
H -0.41 0.74 -0.24 -0.5962
C 1.09 1.75 3.35 -1.4258
C -0.09 1.32 4.22 0.3117
C -1.37 1.95 3.71 -0.4967
O -1.24 3.36 3.71 -0.3569
C -2.49 3.96 3.48 -0.6930
N -0.21 -0.13 4.37 -0.4312
H 2.04 1.22 3.44 0.4259
H 1.35 2.77 3.65 0.4790
H 0.87 1.81 2.28 0.1525
H 0.01 1.76 5.22 0.2909
H -2.22 1.65 4.35 0.4680
H -1.72 1.54 2.75 0.1498
H -3.12 3.85 4.38 0.3017
H -3.04 3.59 2.61 0.2097
H -2.33 5.04 3.41 0.2839
H 0.47 -0.41 5.07 0.2267
H -1.09 -0.24 4.89 0.1845
C 4.47 0.58 -1.47 -1.8652
C 2.94 0.71 -1.60 1.2347
C 2.56 1.53 -2.84 -0.7775
C 2.84 0.69 -4.08 -0.8978
C 2.13 -0.68 -4.05 -1.1374
C 2.35 -1.49 -2.75 2.0412
N 2.24 -0.56 -1.61 1.3046
O 2.31 -1.23 -0.38 -0.6721
C 1.16 -2.46 -2.61 -2.4681
C 3.66 -2.29 -2.91 -2.0525
C 2.52 1.54 -0.39 -2.1598
H 4.79 0.15 -0.52 0.3577
H 4.90 1.59 -1.48 0.4551
H 4.95 0.05 -2.29 0.2784
H 1.49 1.75 -2.81 0.1519
H 3.10 2.48 -2.86 0.4150
H 3.92 0.51 -4.10 0.3177
H 2.57 1.22 -5.00 0.4128
H 2.58 -1.00 -5.00 0.2616
H 1.08 -0.65 -4.35 0.3986
H 1.29 -3.13 -1.76 0.6628
H 0.25 -1.90 -2.42 0.3972
H 1.00 -2.98 -3.56 0.5156
H 3.41 -3.15 -3.52 0.4905
H 4.57 -1.80 -3.24 0.3005
H 3.85 -2.65 -1.89 0.4096
H 1.45 1.64 -0.27 0.1848
H 2.95 2.55 -0.37 0.4896
H 2.94 1.13 0.53 0.4537
H 1.37 -1.62 -0.25 0.2400
C -4.13 -1.16 3.46 -0.6936
C -3.51 -2.51 3.20 -0.3235
O -2.12 -2.44 3.27 -0.3323
H -3.96 -0.44 2.66 0.0060
H -3.72 -0.70 4.37 0.1306
H -5.22 -1.22 3.60 0.4204
H -3.80 -2.86 2.20 0.2723
H -3.91 -3.26 3.90 0.2762
H -1.73 -3.23 2.75 0.3632
```

strongest force on any atom	2.5	eV/A
ΔE to the lowest compared entry with this formula, charge and spin	0.00	kJ/mol
net charge	-2
HOMO-LUMO gap	3.280	eV



The following is a quantum chemistry calculation of a structure of composition C19H48B2NO28 at a distorted geometry, from OMol25.

Structure (XYZ):
```
98
Properties=species:S:1:pos:R:3:mulliken_charge:R:1
C -1.92 0.11 -3.57 -0.6317
C -0.78 -0.79 -4.12 -1.1511
C 0.39 -0.66 -3.02 0.7179
C 1.82 -1.19 -3.49 -1.9742
N 2.79 -1.45 -2.47 1.2403
C 4.03 -1.91 -3.04 -0.6668
C 4.03 -3.31 -3.50 -0.8228
C 2.82 -3.89 -2.70 -0.9143
C 2.39 -2.71 -1.84 -0.0873
C 2.89 -0.32 -1.60 0.3820
C 3.54 0.98 -2.03 -0.6485
C 3.95 2.07 -1.00 -1.1252
H -1.67 1.06 -3.23 0.2162
H -2.35 -0.26 -2.52 -0.1843
H -2.73 0.33 -4.34 0.4291
H -0.53 -0.21 -4.91 0.5826
H -0.91 -1.83 -4.16 0.4669
H -0.28 -1.35 -2.18 -0.4540
H 0.49 0.34 -2.74 0.5857
H 2.17 -0.43 -4.21 0.3982
H 1.59 -1.98 -4.14 0.7325
H 4.93 -1.97 -2.21 0.3155
H 4.46 -1.18 -3.75 0.4350
H 4.88 -3.77 -3.38 0.4784
H 3.72 -3.43 -4.59 0.2736
H 2.95 -4.88 -2.37 0.5686
H 2.09 -4.02 -3.48 0.3536
H 2.82 -2.77 -0.76 0.5052
H 1.29 -2.68 -1.41 -0.1693
H 3.60 -0.72 -0.81 0.5686
H 1.84 -0.15 -1.16 -0.8095
H 2.73 1.41 -2.61 0.3224
H 4.40 0.97 -2.72 0.2974
H 4.87 2.69 -1.29 0.3575
H 4.23 1.65 -0.07 0.2954
H 2.99 2.72 -0.66 0.1531
O 3.02 1.28 2.39 -0.8813
C 1.89 0.85 2.21 1.3908
O 1.28 0.63 1.13 0.4813
B 0.06 -0.10 1.33 0.2269
O 0.09 -0.21 2.83 -0.8099
C 1.05 0.54 3.27 -0.4266
O 1.23 0.94 4.39 -0.6565
O -0.19 -1.48 0.74 0.6511
C -1.16 -1.40 0.13 0.6348
O -1.45 -2.32 -0.74 -0.1653
C -1.95 -0.14 0.32 -0.5712
O -1.21 0.62 0.95 0.4352
O -3.01 0.05 -0.08 -0.4097
O -6.02 2.64 -1.33 -0.7450
C -4.97 3.24 -1.04 0.7199
O -3.92 2.67 -0.71 -0.1977
B -2.91 3.61 -0.79 1.6048
O -3.63 4.82 -1.06 -0.9359
C -4.80 4.57 -1.25 0.4093
O -5.57 5.41 -1.61 -0.6722
O -1.71 3.31 -1.73 -0.4382
C -0.65 3.29 -1.03 0.4906
O 0.35 2.89 -1.44 -0.5334
C -0.97 3.78 0.24 0.5841
O -2.24 3.81 0.51 -0.6226
O -0.10 3.78 1.18 -0.7995
O 3.46 3.65 3.26 -0.6215
H 3.75 2.76 2.99 0.4054
H 3.36 3.56 4.15 0.2611
O 2.78 -2.01 3.13 -0.6363
H 1.84 -2.16 2.93 0.3002
H 3.22 -2.91 3.18 0.2752
O -0.56 -4.11 1.51 -0.8614
H -1.61 -4.14 1.69 0.3587
H -0.34 -3.33 0.92 0.1809
O -5.69 0.28 0.44 -0.6978
H -4.85 0.45 0.52 0.2040
H -5.97 0.99 -0.27 0.4184
O 0.23 3.31 5.45 -0.7023
H 0.85 2.70 5.14 0.3872
H 0.46 4.02 4.89 0.3278
O 0.28 -3.37 3.94 -0.7555
H -0.20 -2.55 4.21 0.3477
H -0.11 -3.45 3.02 0.4614
O -1.46 2.77 3.34 -0.6272
H -0.97 3.04 2.60 0.1370
H -0.82 2.88 3.95 0.3863
O -2.61 -2.08 3.01 -0.5656
H -2.76 -1.17 2.81 0.1727
H -3.36 -2.44 2.62 0.3081
O -3.40 0.58 3.56 -0.6843
H -3.33 0.80 4.42 0.2449
H -2.60 0.81 3.10 0.2858
O -2.25 -4.39 -2.39 -0.6839
H -2.98 -3.82 -2.89 0.3325
H -2.19 -3.88 -1.63 0.3085
O 2.42 0.49 7.30 -0.6521
H 2.24 1.18 6.62 0.3230
H 2.90 -0.21 6.78 0.3190
O -5.16 -0.56 -2.68 -0.7091
H -6.04 -0.99 -2.37 0.2771
H -4.59 -0.23 -2.00 0.3736
```

strongest force on any atom	15.4	eV/A
ΔE to the lowest compared entry with this formula, charge and spin	21.81	kJ/mol
net charge	-1
HOMO-LUMO gap	8.976	eV



The following is a quantum chemistry calculation of a cluster of 7 separate species, C19H48NO10 in total at a distorted geometry, from OMol25.

Structure (XYZ):
```
78
Properties=species:S:1:pos:R:3:mulliken_charge:R:1
C -3.84 4.68 -0.03 -0.6732
O -3.91 3.31 0.44 -0.2113
C -5.24 2.77 0.21 -0.6053
C -5.31 1.18 0.51 -0.8090
C -3.86 0.58 0.21 0.3193
C -3.87 -1.01 -0.14 -0.9158
C -2.67 -1.80 0.55 -0.1694
C -1.39 -2.06 -0.40 -0.4939
C -0.10 -2.13 0.54 -1.1834
C 0.81 -0.79 0.55 2.4076
C 1.47 -0.80 2.04 -0.9699
C 2.75 0.12 2.17 0.2249
O 2.76 1.35 2.32 -0.4611
O 4.03 -0.56 2.18 -0.4210
C -0.03 0.57 0.45 -0.5430
C 0.33 1.46 -0.87 1.4513
C -0.59 1.10 -2.14 -0.8251
C -0.13 2.96 -0.45 -1.3143
N 1.78 1.55 -1.15 0.8763
O 2.42 2.44 -0.44 -0.6930
C 2.49 0.27 -1.33 1.3779
C 4.09 0.37 -1.01 -1.0023
C 2.44 -0.08 -2.92 -1.3835
C 1.94 -1.01 -0.56 -1.3813
H -2.77 5.00 -0.28 0.2013
H -4.48 4.85 -0.97 0.2898
H -4.28 5.41 0.75 0.2604
H -5.58 3.02 -0.86 0.3444
H -5.94 3.34 0.92 0.3638
H -6.14 0.72 -0.12 0.3064
H -5.56 1.10 1.63 0.3001
H -3.47 1.10 -0.73 -0.2800
H -3.18 0.82 1.10 0.2548
H -3.88 -1.20 -1.27 0.3112
H -4.84 -1.41 0.33 0.3443
H -2.29 -1.18 1.44 0.3147
H -2.99 -2.83 0.97 0.1782
H -1.54 -3.12 -0.83 0.4193
H -1.31 -1.37 -1.29 0.1944
H -0.46 -2.36 1.61 -0.1225
H 0.51 -3.06 0.22 0.5113
H 1.80 -1.89 2.20 0.5304
H 0.68 -0.56 2.83 0.4348
H 4.12 -0.85 3.12 0.3312
H -1.16 0.46 0.54 -1.3628
H 0.29 1.24 1.33 0.7102
H -1.65 0.98 -1.75 -0.2179
H -0.30 0.12 -2.64 0.1809
H -0.56 2.00 -2.85 0.3983
H 0.21 3.25 0.59 0.3581
H -1.28 2.91 -0.41 -0.0874
H 0.12 3.72 -1.27 0.4549
H 4.56 1.01 -1.84 0.3868
H 4.57 -0.67 -1.03 -0.0245
H 4.31 0.80 0.02 0.1883
H 2.44 0.86 -3.56 0.2455
H 3.41 -0.65 -3.14 0.4419
H 1.59 -0.80 -3.18 0.2831
H 2.83 -1.52 -0.03 -0.4798
H 1.55 -1.81 -1.29 0.4638
O -3.96 -3.76 2.68 -0.6141
H -4.57 -3.43 3.35 0.2864
H -3.34 -4.29 3.19 0.3190
O 5.04 0.23 -4.50 -0.5490
H 5.95 0.14 -4.18 0.2862
H 5.15 0.48 -5.43 0.2633
O -1.55 -3.82 4.51 -0.6796
H -1.84 -3.13 5.12 0.3180
H -1.50 -3.37 3.66 0.3150
O 5.16 -3.40 -0.38 -0.6752
H 4.86 -2.71 0.23 0.3484
H 5.19 -2.96 -1.23 0.3200
O 1.71 5.42 0.35 -0.6592
H 1.85 5.79 -0.53 0.3052
H 1.85 4.47 0.24 0.3693
O 4.78 -5.98 1.02 -0.6462
H 4.48 -6.47 0.25 0.2996
H 5.09 -5.14 0.66 0.3639
```

strongest force on any atom	3.9	eV/A
HOMO-LUMO gap (alpha / beta)	8.613 / 9.813	eV
expectation value of S²	0.754
multiplicity	2



The following is a quantum chemistry calculation of a cluster of 2 separate species, C19H48NP2S in total, from OMol25.

Structure (XYZ):
```
71
Properties=species:S:1:pos:R:3:mulliken_charge:R:1
N -3.20 -2.54 0.37 -0.5113
C -3.06 -3.34 1.58 -0.0872
C -2.98 -4.87 1.38 -0.4607
C -2.55 -5.60 2.67 -1.0638
P -0.68 -5.70 2.72 0.2090
S 1.59 -5.61 2.57 -0.4424
H -3.98 -2.88 -0.19 0.2896
H -2.38 -2.66 -0.21 0.1003
H -2.14 -3.00 2.09 -0.0963
H -3.88 -3.09 2.27 0.3534
H -2.25 -5.06 0.57 0.2699
H -3.94 -5.24 1.00 0.3334
H -2.92 -5.07 3.56 0.4592
H -2.96 -6.62 2.71 0.4337
H -0.61 -6.18 4.04 0.1199
H -0.57 -4.31 2.52 -0.0782
H -0.66 -6.65 1.68 0.0389
H 1.83 -6.88 2.18 0.1207
C 1.21 -2.38 0.22 -0.8464
C 0.22 -1.69 -0.71 0.7918
C 0.89 -0.87 -1.81 -1.3740
C 1.54 0.45 -1.36 -1.1688
P 0.44 1.86 -1.13 1.3337
C -0.61 1.97 -2.61 -1.4347
C 0.03 1.85 -4.00 -0.7414
C 0.84 3.04 -4.53 -0.5378
C 0.14 4.39 -4.44 -1.2476
C 1.48 3.34 -1.08 -0.5884
C 2.63 3.47 -0.07 -1.0333
C 2.26 3.71 1.39 0.3492
C 1.27 4.84 1.61 -1.4254
C -0.81 1.75 0.18 -0.9692
C -0.52 1.70 1.68 -1.2051
C 0.51 0.67 2.18 0.3408
C -0.16 -0.56 2.80 -1.6819
H 1.87 -1.68 0.73 0.2230
H 0.69 -2.95 0.99 -0.2486
H 1.84 -3.09 -0.33 0.4963
H -0.46 -1.06 -0.13 -0.6195
H -0.40 -2.45 -1.20 0.5665
H 0.19 -0.67 -2.62 0.3949
H 1.69 -1.48 -2.25 0.4541
H 2.23 0.80 -2.15 0.6830
H 2.16 0.31 -0.47 0.7037
H -1.19 2.89 -2.51 0.7662
H -1.33 1.16 -2.49 0.5133
H -0.81 1.69 -4.69 0.5247
H 0.63 0.95 -4.06 0.2396
H 1.06 2.82 -5.58 0.4552
H 1.82 3.09 -4.05 0.3385
H -0.76 4.40 -5.06 0.3615
H 0.79 5.19 -4.79 0.3774
H -0.16 4.64 -3.42 0.2455
H 0.82 4.20 -1.05 0.5682
H 1.93 3.34 -2.08 -0.0697
H 3.23 4.32 -0.42 0.4585
H 3.29 2.60 -0.15 0.3555
H 3.19 3.95 1.92 0.4529
H 1.90 2.78 1.84 -0.3843
H 1.67 5.80 1.28 0.3609
H 1.02 4.94 2.67 0.4151
H 0.33 4.68 1.08 0.3135
H -1.43 0.90 -0.12 0.5962
H -1.43 2.63 -0.02 0.5893
H -1.48 1.48 2.15 0.6389
H -0.26 2.70 2.02 0.2289
H 1.16 1.13 2.92 0.6188
H 1.16 0.35 1.36 -0.2157
H -0.70 -0.27 3.70 0.5153
H 0.58 -1.32 3.07 0.4517
H -0.88 -1.00 2.11 0.0813
```

strongest force on any atom	0.5	eV/A
net charge	+1
HOMO-LUMO gap	8.436	eV



The following is a quantum chemistry calculation of a cluster of 3 separate species, C19H49BF3N2O11P3 in total at a distorted geometry, from OMol25.

Structure (XYZ):
```
88
Properties=species:S:1:pos:R:3:mulliken_charge:R:1
C -3.29 -0.81 -3.07 -0.6802
C -2.49 -0.45 -4.33 -0.4426
C -3.24 0.46 -5.30 -0.6551
C -4.29 -0.27 -6.15 -0.6911
O -5.35 -0.77 -5.37 -0.2964
P -6.97 -0.41 -5.98 0.7369
N -8.60 -0.16 -6.70 -0.7727
C -6.87 1.36 -5.44 -1.2366
C -8.06 1.85 -4.61 -0.1558
O -8.22 3.25 -4.86 -0.5833
C -7.85 1.68 -3.08 0.7959
F -9.03 1.28 -2.54 -0.3026
F -6.92 0.77 -2.75 -0.1963
F -7.57 2.84 -2.47 -0.3219
B -7.61 -1.87 -4.88 0.3380
N -7.02 -3.16 -4.89 -0.5978
O -8.72 -1.65 -4.04 -0.5538
H -4.15 -1.44 -3.29 0.0814
H -2.63 -1.39 -2.43 0.3323
H -3.57 0.08 -2.51 0.1248
H -2.06 -1.34 -4.81 0.3142
H -1.63 0.12 -3.96 0.2329
H -2.52 0.86 -6.02 0.3629
H -3.74 1.29 -4.80 0.2713
H -3.82 -1.10 -6.69 0.3655
H -4.62 0.44 -6.93 0.4427
H -6.48 -0.73 -7.27 -0.0616
H -9.03 -1.03 -6.97 0.2321
H -8.59 0.49 -7.48 0.2234
H -6.70 2.00 -6.30 0.5462
H -5.99 1.43 -4.80 0.4086
H -9.02 1.42 -4.88 0.5067
H -7.33 3.62 -4.84 0.3649
H -6.05 -3.12 -4.59 0.2973
H -7.49 -3.71 -4.17 0.2731
H -8.38 -1.15 -3.29 0.2996
C 1.11 -2.60 3.34 -0.9280
C -0.21 -2.05 2.83 -0.3686
O -0.09 -0.70 2.37 -0.2946
P 0.63 -0.42 0.93 0.9730
O -0.33 -0.95 -0.07 -0.7646
O 0.37 1.19 0.75 -0.3145
C -0.23 1.72 -0.43 -0.3216
C -1.70 1.99 -0.21 -1.1392
O 2.13 -0.18 1.51 -0.2536
C 2.58 1.03 2.14 0.0527
C 1.86 1.41 3.41 -1.0152
H 1.84 -2.70 2.53 0.2541
H 0.97 -3.58 3.79 0.4224
H 1.55 -1.93 4.08 0.1717
H -0.61 -2.68 2.03 0.2918
H -0.94 -2.04 3.64 0.3151
H -0.07 1.06 -1.28 0.3090
H 0.28 2.66 -0.66 0.3376
H -2.21 1.12 0.21 0.2732
H -2.19 2.27 -1.14 0.3689
H -1.84 2.80 0.51 0.3399
H 2.58 1.85 1.43 0.2321
H 3.63 0.85 2.40 0.1735
H 0.83 1.71 3.21 0.3115
H 2.36 2.24 3.89 0.4164
H 1.83 0.57 4.10 0.1621
C 7.67 2.01 7.31 -0.9518
C 7.85 2.21 5.82 -0.3586
O 8.01 0.96 5.13 -0.3147
P 6.69 0.01 4.88 1.3290
O 6.07 0.80 3.75 -0.7963
O 7.35 -1.15 3.91 -0.4527
C 6.77 -1.49 2.65 -0.0645
C 7.51 -0.81 1.51 -1.1740
O 7.00 -0.92 6.19 -0.4377
C 8.01 -1.95 6.25 -0.1837
C 9.43 -1.48 6.05 -0.9017
H 6.72 1.51 7.53 0.2768
H 7.67 2.97 7.82 0.4023
H 8.46 1.39 7.72 0.1942
H 7.01 2.76 5.39 0.2767
H 8.76 2.78 5.63 0.3066
H 5.71 -1.26 2.62 0.0958
H 6.86 -2.58 2.54 0.3371
H 7.61 0.26 1.69 0.2788
H 7.00 -0.97 0.56 0.3826
H 8.52 -1.21 1.43 0.3314
H 7.76 -2.76 5.58 0.2367
H 7.92 -2.35 7.27 0.3572
H 9.60 -1.16 5.02 0.2458
H 10.12 -2.29 6.26 0.4017
H 9.67 -0.63 6.70 0.1750
```

strongest force on any atom	8.5	eV/A
HOMO-LUMO gap	7.826	eV
SMILES	CCCCO[PH](N)(C[C@H](O)C(F)(F)F)B(N)O.CCOP(=O)(OCC)OCC.CCOP(=O)(OCC)OCC



The electronic energy results, record by record, are as follows: -5905.585380; -2022.048341; -2964.139512; -1559.660814; -1888.114449; -3039.102721 Eh.